Formula: CH2F3NOS
Source: OMol25
Level of theory: ωB97M-V/def2-TZVPD

For the gap between HOMO and LUMO (alpha / beta), the calculation gives 8.3987 / 8.3944 eV. Its energy above the lowest of the compared OMol25 structures with the same formula, charge and spin is 97.4 kcal per mole. As for the HOMO energy (alpha / beta): -10.3 / -10.3 eV.

```
! wB97M-V def2-TZVPD RIJCOSX def2/J DEFGRID3
* xyz 0 1
C -1.12 -0.07 -0.69
N 1.50 0.20 1.38
O 1.86 -1.42 -0.57
F -1.70 0.36 0.44
F -1.44 -1.34 -0.81
F 2.02 1.15 -1.09
S 1.30 -0.21 -0.08
H -1.37 0.44 -1.72
H 1.20 1.01 1.68
*
```


Formula: C3H3F6OP
Source: OMol25
Level of theory: ωB97M-V/def2-TZVPD

For the gap between HOMO and LUMO (alpha / beta), the calculation gives 7.7718 / 8.9490 eV. Its energy above the lowest of the compared OMol25 structures with the same formula, charge and spin is 0.0 kcal per mole. As for the HOMO energy (alpha / beta): -7.2 / -11.0 eV. The expectation value of S² is 2.0090.

```
! wB97M-V def2-TZVPD RIJCOSX def2/J DEFGRID3
* xyz 0 3
C 1.17 -0.37 -1.27
C -0.66 -1.21 0.92
C -0.25 1.59 0.59
O -1.92 -0.12 -1.61
F 0.15 -0.95 1.97
F -1.88 -1.16 1.43
F -0.39 -2.43 0.46
F 0.61 1.69 1.59
F 0.13 2.46 -0.37
F -1.39 2.06 1.11
P -0.40 0.00 -0.44
H 1.31 -0.30 -2.33
H 2.12 0.20 -0.96
H 1.41 -1.45 -1.09
*
```


Formula: C18H30CdClNO5Si
Source: OMol25
Level of theory: ωB97M-V/def2-TZVPD

For the gap between HOMO and LUMO, the calculation gives 8.8608 eV. Its energy above the lowest of the compared OMol25 structures with the same formula, charge and spin is 2.0 kcal per mole. As for the HOMO energy: -8.5 eV.

```
! wB97M-V def2-TZVPD RIJCOSX def2/J DEFGRID3
* xyz 0 1
Cd -0.32 -0.95 -0.52
O 0.61 -2.37 -4.75
C 0.70 -1.98 -3.49
O 0.07 -1.05 -3.04
C 1.72 -2.81 -2.74
O 1.78 -2.45 -1.38
C 1.51 -3.55 -0.51
C 0.05 -4.07 -0.70
O -0.13 -5.27 -0.63
O -0.81 -3.15 -0.91
H -0.04 -1.82 -5.21
H 2.69 -2.64 -3.21
H 1.46 -3.86 -2.87
H 1.64 -3.17 0.50
H 2.22 -4.36 -0.68
Cl -3.90 -0.15 4.36
C -3.71 -1.10 2.93
C -4.58 -2.14 2.65
C -4.38 -2.87 1.49
C -3.34 -2.52 0.65
N -2.52 -1.51 0.92
C -2.68 -0.82 2.04
H -5.38 -2.37 3.34
H -5.03 -3.70 1.25
H -3.13 -3.07 -0.26
H -1.97 -0.02 2.23
C 0.40 1.21 2.45
Si 0.47 1.20 0.54
C -0.62 2.69 -0.04
C -2.09 2.28 0.06
C -0.41 3.93 0.84
C -0.32 3.06 -1.50
C 2.35 1.31 0.11
C 3.05 0.15 0.83
C 2.60 1.15 -1.40
C 2.98 2.63 0.57
H 1.15 1.89 2.86
H 0.60 0.22 2.85
H -0.57 1.54 2.83
H -2.38 2.05 1.09
H -2.31 1.40 -0.56
H -2.74 3.09 -0.28
H -0.67 3.72 1.88
H -1.04 4.75 0.49
H 0.63 4.27 0.82
H -0.42 2.18 -2.15
H 0.68 3.47 -1.61
H -1.03 3.81 -1.85
H 2.64 -0.81 0.49
H 2.93 0.21 1.91
H 4.12 0.15 0.60
H 2.18 0.21 -1.76
H 3.68 1.14 -1.60
H 2.17 1.96 -1.98
H 2.85 2.79 1.64
H 2.54 3.49 0.05
H 4.05 2.63 0.36
*
```


Formula: C49H35ClIN2O8S
Source: OMol25
Level of theory: ωB97M-V/def2-TZVPD

For the gap between HOMO and LUMO, the calculation gives 6.0622 eV. As for the HOMO energy: -10.7 eV.

```
! wB97M-V def2-TZVPD RIJCOSX def2/J DEFGRID3
* xyz 1 1
O 3.71 -5.89 4.56
S 2.62 -4.87 5.08
O 1.83 -5.65 6.17
Cl 1.48 -4.34 3.40
C 3.48 -3.35 5.74
C 2.49 -2.02 5.88
C 1.49 -2.15 7.18
C 0.05 -1.33 6.95
N -0.68 -2.13 5.86
C -1.22 -3.51 6.26
C -1.87 -4.06 4.86
N -1.66 -2.93 3.87
C -0.92 -1.72 4.42
I -0.30 0.17 3.50
H 3.93 -3.58 6.80
H 4.31 -3.04 4.95
H 3.21 -1.10 6.11
H 1.95 -1.82 4.86
H 1.96 -1.71 8.18
H 1.33 -3.29 7.38
H -0.57 -1.30 7.96
H 0.24 -0.20 6.60
H -1.13 -3.97 7.33
H -2.36 -5.12 4.75
H -2.00 -3.02 2.87
C -4.44 3.11 1.07
C -4.44 2.12 2.05
C -4.47 0.77 1.69
C -4.53 0.41 0.34
C -4.56 1.40 -0.64
C -4.50 2.75 -0.28
C -4.66 1.04 -2.07
O -4.69 1.90 -2.94
C -4.75 -0.39 -2.44
C -4.91 -0.75 -3.79
C -4.99 -2.10 -4.14
C -4.89 -3.09 -3.17
C -4.74 -2.73 -1.83
C -4.68 -1.38 -1.46
C -4.55 -1.01 -0.04
O -4.47 -1.88 0.82
H -4.40 4.16 1.35
H -4.40 2.40 3.10
H -4.47 0.01 2.46
H -4.51 3.53 -1.04
H -4.99 0.02 -4.56
H -5.12 -2.38 -5.19
H -4.94 -4.14 -3.45
H -4.67 -3.51 -1.07
C 6.65 -5.83 3.77
C 7.93 -5.96 4.32
C 8.95 -5.10 3.91
C 8.70 -4.12 2.95
C 7.42 -4.00 2.39
C 6.40 -4.86 2.81
C 7.16 -3.00 1.33
O 6.04 -2.90 0.84
C 8.26 -2.13 0.88
C 8.04 -1.22 -0.16
C 9.07 -0.38 -0.59
C 10.32 -0.45 0.02
C 10.55 -1.36 1.05
C 9.52 -2.21 1.47
C 9.78 -3.20 2.54
O 10.88 -3.26 3.07
H 5.85 -6.50 4.10
H 8.13 -6.73 5.06
H 9.94 -5.20 4.34
H 5.40 -4.77 2.38
H 7.06 -1.16 -0.64
H 8.90 0.32 -1.40
H 11.13 0.21 -0.31
H 11.53 -1.41 1.52
C -3.27 4.40 -3.73
C -3.32 5.72 -3.28
C -3.84 6.72 -4.10
C -4.30 6.40 -5.39
C -4.22 5.09 -5.85
C -3.72 4.09 -5.02
C -4.66 4.75 -7.22
O -4.59 3.60 -7.63
C -5.16 5.83 -8.10
C -5.52 5.53 -9.42
C -6.01 6.54 -10.25
C -6.15 7.84 -9.77
C -5.79 8.14 -8.46
C -5.28 7.13 -7.62
C -4.87 7.47 -6.25
O -4.99 8.61 -5.82
H -2.87 3.62 -3.09
H -2.96 5.97 -2.29
H -3.89 7.75 -3.74
H -3.67 3.06 -5.36
H -5.42 4.52 -9.81
H -6.28 6.31 -11.28
H -6.54 8.62 -10.42
H -5.90 9.16 -8.09
*
```


Formula: C12H17BN2O4S
Source: OMol25
Level of theory: ωB97M-V/def2-TZVPD

For the gap between HOMO and LUMO, the calculation gives 9.0702 eV. Its energy above the lowest of the compared OMol25 structures with the same formula, charge and spin is 0.0 kcal per mole. As for the HOMO energy: -8.7 eV. Its SMILES is C=CC(=O)N(C)CC(=O)N[C@@H](Cc1ccsc1)B(O)O.

```
! wB97M-V def2-TZVPD RIJCOSX def2/J DEFGRID3
* xyz 0 1
C 1.37 3.32 1.79
C 1.92 2.24 1.27
C 1.62 1.92 -0.11
O 0.65 2.42 -0.68
N 2.39 0.93 -0.74
C 3.57 0.29 -0.14
C 1.84 0.37 -1.96
C 0.88 -0.73 -1.62
O 1.29 -1.86 -1.46
N -0.47 -0.42 -1.40
C -1.44 -1.37 -0.85
C -2.55 -0.76 -0.01
C -2.07 -0.17 1.29
C -2.38 -0.82 2.53
C -1.80 -0.25 3.61
S -0.79 1.07 3.09
C -1.22 0.88 1.44
B -1.88 -2.35 -2.03
O -3.20 -2.36 -2.45
O -0.90 -3.24 -2.53
H 0.82 4.02 1.14
H 1.50 3.58 2.81
H 2.34 1.46 1.90
H 4.42 0.97 -0.17
H 3.32 -0.04 0.90
H 3.85 -0.59 -0.68
H 2.62 0.03 -2.63
H 1.31 1.17 -2.50
H -0.76 0.55 -1.53
H -0.86 -2.10 -0.24
H -3.29 -1.52 0.21
H -3.07 0.00 -0.61
H -3.01 -1.68 2.61
H -1.97 -0.57 4.61
H -0.76 1.47 0.65
H -3.28 -2.92 -3.25
H -0.02 -2.92 -2.26
*
```


Formula: C3H10N3O
Source: OMol25
Level of theory: ωB97M-V/def2-TZVPD

For the gap between HOMO and LUMO (alpha / beta), the calculation gives 8.1259 / 7.9876 eV. Its energy above the lowest of the compared OMol25 structures with the same formula, charge and spin is 57.3 kcal per mole. As for the HOMO energy (alpha / beta): -13.3 / -14.6 eV. The expectation value of S² is 2.0169.

```
! wB97M-V def2-TZVPD RIJCOSX def2/J DEFGRID3
* xyz 1 3
C 1.10 1.02 1.68
C 0.05 -1.96 -1.03
C 0.69 0.30 -0.76
N -1.53 1.25 0.73
N -2.15 0.72 -0.15
N 0.30 0.43 0.60
O -0.17 -0.62 -1.42
H 2.20 0.86 1.63
H 0.68 0.71 2.70
H 0.93 2.10 1.79
H -0.31 -2.01 0.01
H 1.07 -2.10 -1.02
H -0.51 -2.69 -1.69
H 1.82 -0.01 -0.76
H 0.61 1.24 -1.36
H -1.62 0.04 -0.70
H -3.16 0.72 -0.25
*
```